DFT (ωB97M-V/def2-TZVPD) results for an isolated molecule of C5H12O.

- Energy above the lowest of the compared OMol25 structures with the same formula, charge and spin: 69.3 kJ/mol
- HOMO: -9.6 eV
- Calculated total energy: -7426.5930 eV
- Charge: 0
- LUMO level: 1.163 eV

Geometry (Å):
C -0.74 -1.86 0.21
C -1.08 -0.38 -0.02
C 0.00 0.66 -0.38
C -0.64 2.05 -0.45
O 1.04 0.77 0.58
C 2.01 -0.24 0.50
H -0.12 -2.30 -0.59
H -0.24 -2.03 1.17
H -1.68 -2.43 0.24
H -1.61 -0.01 0.87
H -1.80 -0.34 -0.85
H 0.44 0.41 -1.36
H -1.62 2.00 -0.94
H -0.01 2.76 -1.00
H -0.77 2.44 0.56
H 2.74 -0.04 1.29
H 1.58 -1.23 0.67
H 2.52 -0.24 -0.47